49
Properties=species:S:1:pos:R:3:mulliken_charge:R:1 method="wB97M-V/def2-TZVPD" gap_ev="7.0 / 6.8" multiplicity=2 charge=+2
Hf 9.16345 10.37483 9.37036 1.305
C 15.86969 8.59520 4.34938 -1.363
C 15.08410 8.99889 5.61856 0.656
C 15.59514 8.83582 6.91025 -0.735
C 14.78357 8.99572 8.02995 -0.232
C 13.44369 9.33771 7.88217 0.256
C 12.96559 9.66872 6.60590 -0.376
C 13.77388 9.51415 5.50734 -0.740
S 12.39238 9.31658 9.33467 1.164
O 11.53715 8.12589 9.49800 -0.769
O 13.22361 9.62637 10.47012 -0.620
N 11.22411 10.48601 9.21164 0.455
C 11.74714 11.79516 9.29832 0.295
C 13.09439 12.11654 9.36649 -0.484
C 13.58179 13.43537 9.29063 -1.198
C 12.70085 14.46884 9.18238 -0.799
C 11.30762 14.18908 9.19402 0.904
C 10.35076 15.24029 9.16420 -0.547
C 9.01547 14.88898 9.01695 -0.741
C 8.59887 13.55438 8.98202 0.031
N 9.48400 12.54898 9.14268 -0.394
C 10.82598 12.86216 9.23817 0.571
H 16.91674 8.46140 4.52934 0.383
H 15.77004 9.40405 3.61963 0.363
H 15.45577 7.66669 3.95810 0.317
H 16.61557 8.50088 7.07022 0.369
H 15.19199 8.84735 9.02506 0.521
H 11.94558 10.04256 6.49034 0.290
H 13.41596 9.78594 4.51845 0.391
H 13.84588 11.34258 9.40236 0.322
H 14.65832 13.59852 9.27489 0.436
H 12.99026 15.52324 9.03563 0.397
H 10.66329 16.27695 9.24109 0.493
H 8.22964 15.62776 8.97275 0.392
H 7.53886 13.33131 8.89665 0.451
O 7.13494 9.71380 9.08769 -0.735
N 6.49001 8.50238 8.86276 0.302
C 6.32665 8.11236 7.58301 -0.022
C 5.74017 6.88998 7.30712 -0.661
C 5.32491 6.06936 8.34425 -0.191
C 5.48412 6.52918 9.64316 -0.634
C 6.07398 7.75408 9.89603 -0.099
H 6.76808 8.78816 6.86289 0.437
H 5.64276 6.61253 6.25615 0.419
H 4.87396 5.11413 8.16126 0.477
H 5.14360 5.94624 10.47484 0.451
H 6.24857 8.16883 10.87091 0.458
O 9.11059 6.35870 9.10405 -0.047
C 9.14089 7.48109 9.15744 0.077

=====

51
Properties=species:S:1:pos:R:3:mulliken_charge:R:1 method="wB97M-V/def2-TZVPD" gap_ev="5.0 / 5.2" multiplicity=4 charge=-2
V -0.50747 1.69955 -0.95002 0.181
S -1.41016 3.39245 -2.80531 -0.459
S 0.09166 4.79708 -2.59193 -0.209
S 0.09952 5.17612 -0.59089 -0.184
S 0.68581 3.48358 0.26289 -0.434
I 2.13610 1.34945 -2.73662 0.119
C 1.22064 -0.19005 -3.73512 0.143
C 1.89716 -0.65916 -4.88122 -0.657
C 1.37220 -1.62392 -5.72209 -0.710
C 0.20978 -2.23897 -5.29788 -0.739
C -0.47117 -1.79599 -4.12442 1.185
C -1.62576 -2.55403 -3.76249 -0.887
C -2.19890 -2.20076 -2.57799 -0.701
C -1.78405 -1.13996 -1.73156 -0.193
C -0.68884 -0.35884 -2.10609 -0.202
C 0.01290 -0.77603 -3.26825 0.647
H 2.77516 -0.24332 -5.25393 0.392
H 1.92577 -1.88496 -6.59207 0.389
H -0.22655 -3.06845 -5.75602 0.361
H -1.89484 -3.47633 -4.36329 0.155
H -3.14774 -2.66944 -2.43449 0.302
H -2.39911 -0.83269 -0.91926 0.213
C 0.83240 -2.71309 4.30137 -0.624
O -0.48995 -2.43696 4.38212 -0.512
C -0.95030 -1.37314 3.66336 0.850
C -2.07209 -0.71925 4.12824 -1.110
C -2.59662 0.21429 3.24968 -0.697
C -2.01744 0.59028 2.01329 -0.207
C -2.73280 1.54029 1.14197 1.191
C -4.01260 2.18958 1.54161 -1.670
O -2.27631 1.90186 0.03920 -0.364
C -0.70649 0.04652 1.68732 -0.101
O -0.09148 0.31453 0.62688 -0.384
C -0.29175 -0.96078 2.54964 0.231
H 1.14503 -3.38699 5.11624 0.226
H 1.22912 -1.69433 4.18855 0.281
H 1.09998 -3.21327 3.31208 0.236
H -2.60603 -0.99103 5.02337 0.390
H -3.61004 0.56495 3.55592 0.143
H -4.75696 1.38232 1.80612 0.330
H -4.39827 2.78858 0.73637 0.360
H -3.98589 2.76850 2.43353 0.370
H 0.66006 -1.39955 2.24582 0.429
S 2.98634 1.19561 1.90848 0.132
C 4.12381 2.06352 1.05420 -0.176
C 5.39004 1.69153 1.39065 -0.569
N 5.47634 0.75828 2.37934 -0.624
C 4.32157 0.36607 2.74213 -0.044
H 3.81247 2.80600 0.35331 0.420
H 6.31999 2.00910 0.96831 0.420
H 4.12575 -0.48875 3.39897 0.363

=====

51
Properties=species:S:1:pos:R:3:mulliken_charge:R:1 method="wB97M-V/def2-TZVPD" gap_ev="6.4 / 6.6" multiplicity=2 charge=+2
Tc -0.02435 0.30764 0.42492 1.102
O -3.79067 -0.92873 0.22625 -0.444
C -2.80749 -0.32368 0.44239 0.866
O -1.54924 -0.72135 0.03007 -0.722
C -2.70127 0.96191 1.21356 0.436
C -3.81138 1.61250 1.71514 -1.112
C -3.61223 2.78705 2.40265 -0.601
C -2.31284 3.30434 2.57016 0.833
C -2.06904 4.52052 3.25471 -0.908
C -0.79946 5.00090 3.37953 -0.762
C 0.28324 4.28791 2.82025 -1.039
C 0.08598 3.10811 2.15652 -0.212
C -1.21475 2.59364 2.03021 0.601
N -1.45232 1.41149 1.36852 0.270
H -4.78854 1.18148 1.54442 0.600
H -4.45398 3.33186 2.81393 0.510
H -2.91145 5.05822 3.67217 0.457
H -0.61455 5.92999 3.90147 0.447
H 1.28673 4.68204 2.91954 0.506
H 0.93158 2.57807 1.73287 0.543
C 0.19645 -4.52430 2.83111 -1.224
C 0.50604 -3.07538 2.69931 0.771
C 1.29489 -2.23569 3.48205 -1.187
C 1.23779 -0.97682 2.91998 0.544
N 0.44890 -1.03471 1.81209 0.534
N 0.02002 -2.33014 1.70639 -0.227
C 1.90369 0.27690 3.36972 -1.121
H 0.50601 -4.88425 3.80836 0.355
H 0.73350 -5.09436 2.07140 0.328
H -0.87030 -4.71302 2.70910 0.373
H 1.84715 -2.51818 4.36395 0.428
H -0.59476 -2.60082 0.95216 0.173
H 2.75251 0.03000 4.00316 0.420
H 1.21543 0.88927 3.95684 0.248
H 2.27602 0.85963 2.52769 0.227
O 3.35903 2.01323 -0.99631 -0.418
C 2.19235 1.92062 -0.92647 0.179
O 1.61598 0.93932 -0.06292 -0.620
C 1.14341 2.76781 -1.54707 0.980
C 1.47602 4.04265 -1.99138 -0.902
C 0.48672 4.87138 -2.50052 -0.534
C -0.83421 4.44049 -2.56001 -0.702
C -1.13668 3.16874 -2.11896 -0.104
C -0.16562 2.31619 -1.63736 -0.170
N -2.53489 2.69644 -2.15636 1.018
O -3.34321 3.37106 -2.72777 -0.541
O -2.77122 1.64471 -1.57973 -0.577
H 2.50467 4.37496 -1.92880 0.538
H 0.74097 5.86458 -2.84531 0.466
H -1.62195 5.07252 -2.94738 0.554
H -0.43501 1.26071 -1.51944 0.819

=====

51
Properties=species:S:1:pos:R:3:mulliken_charge:R:1 method="wB97M-V/def2-TZVPD" gap_ev=6.4 smiles="O=[N+]([O-])c1cc([N+](=O)[O-])c2nonc2c1.c1ccc(CN2CCN=C2c2ccccc2)cc1"
O -0.75889 -4.87329 -1.09463 -0.594
N -0.98271 -3.66810 -0.85288 0.957
O -0.46580 -2.73910 -1.51417 -0.567
C -1.87179 -3.33209 0.23231 -0.610
C -2.56231 -4.37919 0.90539 -0.175
C -3.48334 -4.08833 1.90844 -0.627
N -4.05445 -5.16258 2.70268 0.921
O -4.86099 -4.92354 3.61866 -0.544
O -3.67981 -6.32428 2.42036 -0.590
C -3.78361 -2.68878 2.17566 1.113
N -4.66964 -2.14402 3.04230 -0.446
O -4.52042 -0.78481 2.87866 -0.091
N -3.51844 -0.44085 1.92170 -0.438
C -3.05707 -1.65832 1.50401 0.766
C -2.03395 -1.98197 0.59297 0.378
H -2.35855 -5.41544 0.65364 0.614
H -1.45778 -1.17201 0.15933 0.065
C 3.97856 2.27965 -3.38733 -0.426
C 3.06166 3.25607 -2.98335 -0.635
C 2.55767 3.24638 -1.68076 -0.175
C 2.96209 2.26007 -0.77407 0.842
C 2.44183 2.25865 0.64677 -1.419
N 1.74357 1.04184 1.03015 0.291
C 2.27288 0.12814 2.02083 -0.572
C 1.12775 -0.85737 2.19298 -0.802
N 0.10860 -0.46006 1.22323 -0.237
C 0.49558 0.64267 0.63985 -0.252
C -0.26080 1.43505 -0.35416 0.311
C -0.81315 2.67105 0.01294 -0.163
C -1.54924 3.38274 -0.93333 -0.854
C -1.69494 2.88119 -2.23157 -0.390
C -1.11725 1.65866 -2.58880 -0.910
C -0.43496 0.90528 -1.63535 -0.057
C 3.88015 1.28669 -1.17588 -0.294
C 4.38119 1.28831 -2.48351 -0.632
H 4.38344 2.29452 -4.40129 0.384
H 2.74235 4.03632 -3.67778 0.370
H 1.83295 3.99729 -1.35624 0.285
H 3.29241 2.36359 1.33546 0.468
H 1.78338 3.12294 0.79366 0.467
H 3.17722 -0.36659 1.64773 0.214
H 2.52448 0.66236 2.94226 0.394
H 1.44957 -1.88841 2.00329 0.372
H 0.72382 -0.78907 3.21309 0.336
H -0.68999 3.04006 1.03384 0.563
H -2.01322 4.32813 -0.64916 0.411
H -2.27154 3.44348 -2.96803 0.413
H -1.21046 1.27026 -3.60310 0.435
H -0.04183 -0.08868 -1.85822 0.484
H 4.20234 0.52524 -0.45972 0.271
H 5.09346 0.52024 -2.78886 0.377

=====

48
Properties=species:S:1:pos:R:3:mulliken_charge:R:1 method="wB97M-V/def2-TZVPD" gap_ev="5.8 / 5.8"
Pt -1.94339 0.98706 -1.50540 0.507
N -3.38429 3.64101 -0.13597 -0.026
C -3.52011 2.53559 0.67808 0.663
C -4.17250 2.73587 1.90541 -0.630
C -4.43842 1.65946 2.71170 -0.352
C -4.09072 0.38725 2.26189 -0.884
C -3.46029 0.28257 1.04834 -0.432
N -3.12233 1.33341 0.27408 -0.291
C -3.02742 3.80732 -1.46750 0.655
C -3.22908 5.08559 -2.00333 -0.683
C -2.89665 5.32556 -3.31422 -0.285
C -2.37787 4.28787 -4.08050 -0.714
C -2.20969 3.05522 -3.49821 -0.226
N -2.52605 2.82101 -2.20170 -0.142
H -3.43491 4.51255 0.36333 0.231
H -4.48904 3.73323 2.18146 0.330
H -4.94597 1.79739 3.65689 0.402
H -4.31091 -0.50051 2.83613 0.395
H -3.19002 -0.67798 0.64344 0.679
H -3.65923 5.86065 -1.38265 0.309
H -3.04873 6.30996 -3.73802 0.398
H -2.10411 4.43241 -5.11550 0.399
H -1.78254 2.15092 -3.95970 0.504
N 4.10002 -2.33203 0.26386 0.015
C 4.89705 -3.27182 0.88163 0.674
C 6.26978 -3.49861 0.86908 -1.019
C 6.72794 -4.55844 1.62585 -0.404
C 5.85036 -5.36543 2.36934 -0.466
C 4.49062 -5.13390 2.37512 -0.732
C 4.00836 -4.06744 1.61643 0.550
N 2.71080 -3.61768 1.44306 -0.658
C 2.80799 -2.59548 0.63952 0.143
C 1.66431 -1.79928 0.17678 0.925
C 1.79890 -0.69360 -0.64864 -0.861
C 0.67677 0.01386 -1.04490 -0.260
N -0.55827 -0.32873 -0.64407 -0.263
C -0.68900 -1.41531 0.12689 0.102
C 0.37948 -2.16487 0.56588 -0.817
H 4.40541 -1.60295 -0.35423 0.167
H 6.94810 -2.87967 0.29647 0.378
H 7.78796 -4.77450 1.64712 0.379
H 6.25605 -6.18551 2.94689 0.374
H 3.80938 -5.75226 2.94386 0.429
H 2.76169 -0.35790 -1.00972 0.272
H 0.72493 0.85428 -1.72001 0.540
H -1.69135 -1.69844 0.40156 0.333
H 0.23201 -3.03344 1.19052 0.477
O -1.00501 0.69578 -3.11633 -1.084

=====

42
Properties=species:S:1:pos:R:3:mulliken_charge:R:1 method="wB97M-V/def2-TZVPD" gap_ev=5.1
C -4.98499 -2.09234 1.33987 -0.313
C -3.74535 -2.74575 1.36960 -0.761
C -2.56003 -1.99627 1.36930 -0.148
C -2.60138 -0.59346 1.32335 0.489
C -1.35623 0.27834 1.33823 0.862
C -0.16804 -0.28874 0.77800 -0.823
C 1.11267 0.34471 0.95880 -0.035
C 2.32011 -0.56066 1.15148 0.266
C 2.25810 -1.96136 1.26861 -0.037
C 3.42797 -2.73119 1.35613 -0.788
C 4.68248 -2.10550 1.35727 -0.309
C 4.75488 -0.70371 1.29996 -0.512
C 3.58603 0.05270 1.19993 -0.497
O 1.29054 1.57237 0.93016 -0.772
O -1.44093 1.42459 1.81386 -0.706
C -3.85017 0.05105 1.32289 -0.482
C -5.03384 -0.68850 1.32612 -0.563
H -5.91091 -2.67165 1.33280 0.357
H -3.69031 -3.83688 1.39211 0.374
H -1.59028 -2.49367 1.40794 0.412
H -0.19590 -1.31305 0.40680 0.532
H 1.28178 -2.44574 1.29410 0.393
H 3.35186 -3.81941 1.42115 0.371
H 5.59592 -2.70121 1.41014 0.364
H 5.71950 -0.19341 1.32623 0.360
H 3.64448 1.14056 1.14721 0.423
H -3.87975 1.14170 1.31650 0.391
H -5.99075 -0.16392 1.31466 0.359
C -0.48469 1.00624 -1.66902 0.041
C 0.43042 0.55938 -2.61722 -0.104
C 1.26054 1.30476 -3.45103 -0.379
C 1.37567 2.68455 -3.57009 -0.283
C 0.63076 3.66698 -2.92925 -0.261
C -0.36487 3.49871 -1.97632 -0.490
C -0.82071 2.32389 -1.38334 0.119
H -1.09214 0.23413 -1.18751 0.328
H 0.50762 -0.52849 -2.71949 0.333
H 1.91845 0.71805 -4.10169 0.303
H 2.13994 3.04764 -4.26739 0.315
H 0.86456 4.70232 -3.20528 0.314
H -0.84077 4.41547 -1.61327 0.329
H -1.55223 2.46675 -0.58227 0.226

=====

no.,E_tot (eV),maximum force (eV/Å)
1,-47891.830,2.590
2,-118704.742,2.955
3,-43532.091,0.957
4,-42274.829,3.018
5,-37339.732,1.255
6,-27197.492,1.195